Entry 1:
This record from the Open Molecules 2025 dataset describes a cluster of 12 separate species, C63H147N7O17 in total in a non-equilibrium geometry. The level of theory is the ωB97M-V functional and the def2-TZVPD basis.

Each line ends with the Löwdin charge.
CARTESIAN COORDINATES (ANGSTROEM)
1 H 3.532 -1.406 -3.355  0.11
2 C 0.114 -1.804 -1.475  -0.01
3 H -3.182 -3.786 0.113  0.13
4 H -6.753 1.805 -4.812  0.12
5 H 1.789 -3.682 1.477  0.05
6 H 2.263 1.525 1.961  0.10
7 C 4.523 -3.651 -2.645  -0.11
8 H -6.297 -0.501 -5.506  0.12
9 C 3.958 -3.805 1.018  -0.46
10 C 4.489 -3.491 2.428  -0.01
11 N -5.564 1.478 -7.354  -0.13
12 H -2.055 7.534 -0.853  0.09
13 H 5.293 -5.313 -1.531  0.07
14 H -3.246 0.719 -8.282  0.09
15 H 2.171 -3.445 -0.181  0.08
16 C 0.702 -2.967 5.433  -0.48
17 C 0.163 3.629 6.510  -0.38
18 H -0.011 1.418 2.472  0.05
19 O 2.275 3.138 3.098  -0.10
20 H 0.500 -4.811 1.321  0.06
21 H 0.985 2.865 -4.452  0.08
22 H 0.084 3.449 7.583  0.14
23 H -0.628 -4.192 8.062  0.06
24 H -3.282 2.648 -5.991  0.04
25 H 4.815 4.212 -2.174  0.09
26 H 0.547 3.297 -2.741  0.05
27 H 2.952 -0.361 -7.221  0.12
28 H 4.169 -4.200 3.190  0.08
29 C -3.472 0.148 -7.383  -0.02
30 O 4.573 3.759 -1.361  -0.07
31 C 4.659 -7.360 -0.170  -0.03
32 H -3.060 5.897 -2.850  0.12
33 H -1.632 2.019 -0.946  0.09
34 H 0.878 7.347 -3.623  0.10
35 H -1.977 -2.626 0.709  0.09
36 H 5.720 -0.412 -0.253  0.07
37 H 2.996 1.078 -4.386  0.02
38 C -1.050 5.920 -2.044  -0.49
39 H -0.241 5.342 5.209  0.08
40 H -5.673 2.915 -4.227  0.11
41 N -0.510 -0.437 0.480  -0.08
42 H -1.676 3.157 -2.615  0.07
43 H 6.718 -7.071 1.387  0.09
44 O 1.000 6.591 -3.038  -0.02
45 O -0.326 -4.493 1.697  -0.08
46 C -5.377 -0.915 3.306  -0.24
47 C -0.710 2.678 5.702  -0.18
48 O 2.948 1.040 5.208  -0.09
49 H 3.846 6.062 -0.127  0.13
50 H -0.992 5.149 -0.015  0.09
51 N 3.851 -5.259 0.735  -0.09
52 H -3.067 -3.574 4.484  0.05
53 C -5.244 -0.231 -5.620  -0.13
54 O -0.360 -4.960 4.634  -0.01
55 H -3.811 1.981 6.513  0.09
56 H -4.131 4.234 -6.135  0.08
57 C -2.418 -3.617 0.874  -0.23
58 C 4.666 0.022 -2.115  -0.35
59 H 1.093 1.106 4.165  0.09
60 H -4.695 -1.145 -5.379  0.12
61 H 1.020 0.791 -2.394  0.08
62 H -2.813 -5.109 5.125  0.09
63 H -0.865 -0.353 7.303  0.10
64 H 3.830 -3.850 -1.819  0.09
65 H 4.612 4.596 1.321  0.11
66 H 2.679 1.934 5.528  0.04
67 H 1.341 -1.040 6.219  0.12
68 O 1.883 -2.124 -6.775  -0.06
69 C -1.558 -0.001 -1.666  -0.11
70 H -2.663 -2.087 7.401  0.12
71 H 0.974 0.125 -5.983  0.12
72 O -5.675 1.827 -8.696  0.00
73 C -0.229 -0.399 -0.957  -0.48
74 H 5.583 -3.497 2.432  0.07
75 C 3.225 5.182 0.043  -0.18
76 C 4.997 0.308 -0.643  -0.04
77 H -7.027 -2.323 3.056  0.12
78 H -4.292 -0.993 3.426  0.08
79 C -0.334 5.183 -0.884  -0.02
80 H 0.455 4.531 -6.289  0.09
81 H -0.154 6.151 -5.937  0.09
82 H 3.794 1.653 2.845  0.12
83 H -3.815 1.168 -4.693  0.08
84 C -1.434 -4.474 7.387  -0.03
85 C -4.858 0.856 -4.634  -0.18
86 H -5.499 -2.767 2.249  0.11
87 C 6.186 -3.815 -0.228  -0.14
88 C -5.617 -0.913 -7.951  -0.05
89 C -4.064 3.203 -6.494  -0.03
90 C 4.857 -3.113 -0.024  -0.16
91 C -1.972 -0.291 2.441  -0.03
92 H -5.449 -0.239 2.451  0.12
93 C -6.543 3.673 -6.706  -0.04
94 H 1.449 5.721 -5.395  0.08
95 H 1.804 4.156 -3.632  0.07
96 H 6.814 -3.754 0.663  0.11
97 O -5.988 -0.268 4.410  -0.06
98 H 1.676 -0.611 -4.457  0.09
99 H 6.841 -5.754 -0.868  0.13
100 H 5.244 -4.465 -2.670  0.08
101 H 5.597 0.095 -2.678  0.15
102 H 4.304 1.856 -2.644  0.07
103 H -5.083 -1.868 -7.947  0.08
104 H -1.216 0.451 -2.605  0.12
105 C -1.500 4.225 -4.471  -0.14
106 H 3.643 -1.336 -5.889  0.11
107 H -6.641 -1.210 -7.702  0.08
108 H 2.425 -2.877 -7.026  0.08
109 C -0.738 1.722 1.721  0.00
110 O 3.655 4.527 1.252  -0.08
111 H 2.330 -0.140 3.706  0.10
112 H 6.405 -5.409 2.093  0.06
113 H 0.680 5.765 6.605  0.07
114 O -2.984 -3.697 2.184  -0.08
115 C 2.557 -3.263 0.828  -0.04
116 C 3.237 4.189 -1.092  -0.23
117 H 2.224 4.016 6.675  0.09
118 C 4.052 -1.354 -2.393  -0.17
119 C -0.107 4.787 -4.213  -0.51
120 C 1.528 -2.786 4.163  -0.04
121 H -3.404 2.243 4.879  0.09
122 C 1.653 -3.694 6.414  -0.02
123 H 5.412 1.314 -0.637  0.07
124 H -1.343 3.348 -5.101  0.11
125 H -1.870 -5.663 0.937  0.13
126 H 6.767 -3.339 -1.021  0.12
127 O -2.021 2.849 6.253  -0.19
128 C 5.080 -6.014 0.417  -0.51
129 C -2.248 3.907 -3.157  -0.15
130 H -2.191 -3.626 2.737  0.06
131 O 2.481 1.094 -5.221  -0.13
132 H -6.259 4.341 -7.519  0.08
133 H 2.906 1.152 -2.000  0.03
134 H -0.473 1.633 5.914  0.11
135 H -0.292 2.237 0.872  0.07
136 C -1.375 -4.709 0.744  -0.20
137 H 2.631 3.315 -0.836  0.11
138 H 1.810 -4.694 6.008  0.08
139 H 0.258 -1.771 -2.558  0.09
140 H 0.957 -2.411 3.309  0.07
141 H -0.175 -4.747 3.709  0.06
142 H -0.986 -4.717 -0.278  0.12
143 H 1.873 -3.785 3.881  0.08
144 H -2.338 -4.435 8.000  0.08
145 H -3.164 1.433 -1.636  0.11
146 H -3.757 3.273 -7.540  0.09
147 H -0.015 4.178 -1.152  0.05
148 C -2.395 5.197 -2.341  -0.11
149 H -6.559 1.554 -8.970  0.11
150 N -0.558 -3.658 5.173  -0.08
151 O 3.004 -5.946 1.629  -0.01
152 C -2.308 1.162 -1.016  -0.18
153 H 2.534 -2.173 0.931  0.09
154 H -0.440 7.905 -1.318  0.08
155 C -1.881 -2.139 6.641  -0.13
156 C -0.136 5.118 6.279  -0.06
157 H 3.528 -5.979 2.449  0.08
158 H -7.536 3.251 -6.861  0.09
159 H -5.586 -0.679 -9.019  0.08
160 H -2.574 0.337 3.100  0.08
161 H 0.226 -0.879 5.081  0.09
162 H -3.325 -0.147 0.285  0.12
163 H 2.192 5.428 0.301  0.10
164 H -0.746 -2.461 -1.335  0.07
165 C -0.625 -1.383 7.035  -0.17
166 H 4.122 0.228 0.006  0.08
167 H -3.765 -3.997 6.085  0.08
168 C -1.328 7.359 -1.647  -0.04
169 H -0.193 -1.838 7.936  0.11
170 H -1.158 -0.737 3.020  0.08
171 H 1.727 3.618 5.190  0.06
172 H 2.377 -2.131 4.335  0.08
173 H 1.831 0.227 -0.895  0.07
174 C 2.714 1.791 2.931  -0.24
175 C 0.897 0.576 -1.332  -0.02
176 H -0.648 2.927 4.640  0.12
177 H -3.250 3.505 -3.312  0.10
178 C -5.707 2.108 -4.964  -0.14
179 H 0.548 5.773 -0.627  0.06
180 C 5.988 -6.306 1.646  -0.02
181 C 5.905 -5.248 -0.623  -0.15
182 O 5.058 -2.357 -2.457  -0.21
183 H 4.333 -2.882 -0.956  0.03
184 C -1.625 -3.590 6.155  -0.51
185 H 1.014 -2.182 -0.994  0.05
186 H -2.658 -1.084 2.135  0.06
187 C 2.722 -1.050 -6.404  -0.25
188 H 2.607 -3.166 6.458  0.09
189 H 0.365 -1.557 1.735  0.06
190 O -5.711 -3.121 4.289  -0.06
191 C 0.443 5.325 -5.543  -0.03
192 H 5.387 -6.760 2.445  0.08
193 H 1.298 -3.758 7.441  0.06
194 H 3.304 -1.635 -1.640  0.11
195 H -2.621 0.857 5.861  0.07
196 H -2.866 4.935 -1.391  0.12
197 H 5.589 -7.828 -0.501  0.09
198 H -6.644 4.317 -5.829  0.08
199 C 0.403 -1.540 5.942  -0.14
200 C -2.685 0.735 0.381  -0.13
201 C 1.867 -0.193 -5.445  -0.23
202 N 3.709 1.038 -2.610  0.06
203 H -5.883 -0.774 5.218  0.07
204 H 5.006 -2.081 0.316  0.11
205 C -5.935 -2.314 3.137  -0.23
206 H -3.003 -0.837 -7.451  0.08
207 H -5.131 0.678 -3.592  0.11
208 H 3.996 -3.653 -3.606  0.11
209 H 4.225 -7.988 0.607  0.08
210 C -5.500 2.608 -6.406  -0.48
211 H -3.250 1.515 0.897  0.13
212 H -6.298 -2.847 4.996  0.08
213 C -1.434 0.436 1.202  -0.49
214 H -1.040 5.576 6.690  0.07
215 H -2.191 -0.871 -1.834  0.12
216 H 3.949 -7.236 -0.985  0.09
217 C 0.831 3.662 -3.725  -0.02
218 H -1.462 2.333 2.262  0.08
219 H -1.687 7.896 -2.530  0.09
220 C -2.972 1.889 5.819  -0.10
221 N 1.584 3.410 6.180  0.03
222 C -4.991 0.182 -7.090  -0.51
223 C -2.889 -4.065 5.440  -0.04
224 H 4.321 -2.457 2.736  0.09
225 H -2.950 0.536 -6.504  0.06
226 O 0.656 -0.814 1.189  -0.02
227 H 2.710 3.680 2.410  0.04
228 H -2.320 -1.578 5.803  0.10
229 H 2.804 4.659 -1.982  0.10
230 H -1.311 -5.500 7.035  0.09
231 N -0.221 5.888 -3.265  -0.09
232 H 0.646 1.532 -0.859  0.07
233 H -2.110 4.921 -5.051  0.11
234 C 2.155 0.885 4.033  -0.26

Calculated values
Kohn-Sham gap = 8.143 eV
E_tot = -4150.55668 Ha
Total charge = 0
SMILES string = CC1(C)CCCC(C)(C)N1O.CC1(C)CCCC(C)(C)N1O.CC1(C)CCCC(C)(C)N1O.CC1(C)CCCC(C)(C)N1O.CC1(C)CCCC(C)(C)N1O.COC[C@H](C)N.COC[C@H](C)N.OCCO.OCCO.OCCO.OCCO.OCCO
HOMO = -7.88 eV

Entry 2:
This record from the Open Molecules 2025 dataset describes an isolated molecule of C5H8N2 in a non-equilibrium geometry. The level of theory is the ωB97M-V functional and the def2-TZVPD basis.

Each line ends with the Löwdin charge.
CARTESIAN COORDINATES (ANGSTROEM)
1 H -3.760 0.312 0.120  0.07
2 C -1.538 0.137 -0.017  -0.17
3 H 2.934 0.815 -0.207  0.08
4 H 2.620 0.296 -1.859  0.07
5 N -0.794 -0.486 0.918  -0.02
6 C -0.231 0.708 -1.036  0.05
7 H -2.989 0.138 1.589  0.08
8 H 1.135 -1.211 1.299  0.11
9 C 0.542 -0.550 0.703  -0.15
10 C 0.901 0.104 -0.436  -0.38
11 H -0.006 0.853 -2.137  0.08
12 C 2.378 0.087 -0.814  -0.06
13 N -2.863 0.343 0.587  0.04
14 H -1.142 -0.708 1.842  0.15
15 H 2.802 -0.900 -0.581  0.07

Calculated values
Kohn-Sham gap = 7.736 eV
E_tot = -304.71384 Ha
Total charge = 0
SMILES string = Cc1c[nH]c(N)c1
HOMO = -6.93 eV
Energy relative to the best compared isomer or geometry (same formula, charge and spin) = 319.4 kJ/mol